Record 1
The following is a DFT calculation (ωB97M-V/def2-TZVPD) of 15 unconnected molecules or ions with the total composition C81H186N6O15 in a non-equilibrium geometry.

```
288
Properties=species:S:1:pos:R:3:mulliken_charge:R:1
H -6.60118 -1.62930 -3.11929 0.1353
H -5.76821 -2.81766 -2.12578 0.3251
H 0.01421 3.26195 -5.80336 0.2518
H 2.81085 -1.83915 -8.91333 0.3376
H -8.89356 -3.86834 -1.04758 0.3956
C 0.41222 0.82200 1.86483 -0.9900
H 4.16902 -0.92927 -8.81775 0.4004
H -0.54096 -0.19408 -2.64695 -0.1216
H 2.14239 1.35084 8.21354 0.3846
O 4.85864 4.56941 -0.59054 -0.2365
H 4.82303 -4.02713 -5.96572 0.2228
H -6.38921 6.87672 2.27189 0.3327
H 2.16545 0.06640 0.85822 0.2847
C -2.67249 5.15030 6.12005 1.1949
H 1.60366 3.05448 7.77776 0.3571
O 1.60253 -5.37286 -4.06679 -0.5770
C 5.96641 -1.28688 -5.45790 -1.0775
H -9.43611 -0.62767 -1.38018 0.3858
H 4.78403 5.51157 -0.42210 0.3246
H 6.08490 -3.84977 0.38109 0.2449
H -8.20280 0.01165 -2.50926 0.3964
H -1.66473 1.85245 -4.15891 0.1061
H 4.67717 1.96054 9.34583 0.4946
C 8.47839 -4.20786 -1.89564 -1.3618
C 6.34910 2.50581 -2.22785 -1.5889
H -2.65627 6.10248 -0.80331 0.3438
C 6.12793 3.96228 -2.55238 1.7492
H -1.51714 6.19941 4.79107 0.2354
H 6.21472 2.06214 5.96098 0.3895
C 3.04201 2.99800 -2.21004 0.0032
H -3.82902 6.23207 7.12068 0.3701
C 4.80791 4.25708 5.16668 -0.9862
H 5.56384 -0.45555 -7.32682 0.3793
C 2.73294 -5.95068 -3.61972 1.3105
H -1.58137 -3.57069 1.39273 -0.2826
H -0.55958 5.43456 6.08831 0.4591
O 6.70378 -5.58104 -1.56983 -0.4790
H -2.43427 2.85186 -3.03395 0.3687
C -0.26447 -0.73250 -0.62166 2.6093
C 4.17634 -2.24467 -7.13049 1.2721
H -1.74074 -6.89676 -0.57667 -0.0441
C -3.97658 5.18642 2.71097 -1.4140
H 1.64367 5.32625 -2.45666 0.2966
H 7.40902 2.27860 -2.11364 0.5332
H 3.01646 6.48352 -1.99589 0.5088
H -4.10479 -3.51207 8.58665 0.3869
H 1.18369 0.81333 2.63480 0.1398
C 7.35447 4.80064 -1.95461 -1.7543
C 6.15797 4.09470 -4.11337 -1.7669
N -1.07770 -0.76242 0.62243 0.0633
H 3.39982 -4.28734 6.24447 0.3787
H -4.57514 0.12956 -0.06247 0.6623
H -3.22650 -6.92080 2.95385 0.4551
O -1.46950 -4.51729 1.50688 -0.2147
C -2.68315 -4.90090 -1.91422 -0.6658
C 4.93894 -0.45292 -4.67661 -0.7008
C -1.32648 -5.48433 -2.08579 2.2298
C -6.60389 -0.64959 0.55543 2.3485
C 5.31387 4.55104 6.57650 -0.7876
H -7.04361 7.57024 -0.51956 0.4011
C 3.31052 -2.26651 -3.84750 -1.4575
H 0.17215 -4.09216 4.54276 0.0833
H -1.90968 0.24543 -1.76956 0.2268
H 1.49775 0.47595 -1.22848 -0.6278
C 4.19622 4.06828 7.60173 -1.1240
H -4.73891 -1.65789 -0.03459 -0.8102
H 1.44314 -1.20483 -6.70771 0.3105
H 3.66253 -6.15833 -1.64859 0.4295
H 3.66836 2.41534 -2.88553 -0.4406
H -2.13453 -0.99945 3.22345 0.3201
C 4.43165 -3.80844 -6.95925 -1.6744
H -0.63135 -4.82771 -1.56260 -0.6143
H -0.04509 -5.54557 -3.51448 0.4893
H 1.41551 -1.82804 -0.00976 0.4136
C -3.34667 5.10034 1.36823 2.0827
H 1.79658 -7.89782 -3.61024 0.3235
H 1.27423 -1.87030 -1.77158 -0.3795
H -5.74748 4.08696 2.33894 0.0285
H 7.94248 -5.13332 -0.07548 0.1419
H 4.38803 3.13053 2.87693 0.4764
H -1.91965 -3.88434 7.44854 0.3996
C -2.37657 -5.02233 2.47332 1.7686
C -1.79086 3.92584 -4.81045 0.4645
H -3.52744 -3.31748 -6.61196 0.3892
C -1.59204 2.85008 -3.72587 -0.6837
H -1.89714 -4.33737 5.80484 -0.0801
H 2.23839 -2.44686 -3.76933 0.1693
H 9.31243 -4.88883 -2.06525 0.4498
H 4.55180 0.64709 8.16425 0.3116
O 2.41933 -4.25928 2.96261 -0.5084
H 3.27223 2.64901 -1.20341 0.0669
C 2.80363 -5.67431 -2.11347 -0.7930
H -5.88445 4.61533 -1.57519 0.2773
H 0.91489 -5.63168 4.32325 0.3193
H 4.92988 0.61483 -4.89551 -0.2754
C -2.53709 -6.50128 2.22117 -2.0887
H 3.72114 -5.42728 5.05705 0.4012
O -3.48030 5.61001 -0.81030 -0.1744
H 4.84064 4.26257 -5.90111 0.6942
H -3.89145 -3.86095 1.42420 0.3143
H 1.26919 -1.78260 2.08624 0.3275
O -2.98187 6.39164 6.69822 -0.6054
H -2.61491 3.39568 -5.28792 0.2929
H -0.29949 -2.50824 2.32821 -0.9803
H 4.68881 4.12142 8.57262 0.3501
H -9.06628 -1.40376 -2.96310 0.4325
H -7.19923 4.95953 -0.80632 0.6031
H 3.87830 5.78385 -4.27012 0.4525
C 0.71142 -1.90112 -0.83863 -0.7156
C 0.59412 0.56621 -0.62566 -0.5560
H -4.47544 -2.33024 7.35653 0.4253
N -4.02323 5.84900 0.39037 0.0618
H 7.50828 4.48808 -0.92177 0.3889
H 0.01719 1.45616 -0.87714 0.4253
C -3.86481 -4.33648 6.82178 0.5903
C 5.72750 1.78853 5.02512 -1.6663
H -1.25469 4.41315 4.79487 0.1046
H -3.65806 4.35153 3.33516 0.2089
C 3.53254 -4.35917 5.16497 -1.7410
C 2.56009 0.02058 -4.37330 -2.2398
H -7.58059 0.92989 -0.76180 0.2384
H -5.81975 0.15920 -2.07800 0.4397
H -5.93309 -0.90593 -5.25359 0.1131
H -8.27114 -3.58057 -2.62243 0.4192
H -5.75219 -1.33030 -6.85468 0.3685
C -1.22568 -6.87344 -1.53702 -1.2361
H -6.28572 3.76246 -0.04492 0.3162
H 2.67147 4.47768 -4.56144 -0.0119
H 5.44540 -0.50338 -3.71273 0.4662
H 5.46566 0.73338 4.94638 0.3030
H 6.30734 5.14779 -4.35168 0.4645
H 6.41566 2.14699 4.25959 0.4198
H -1.70843 -7.53296 -2.25819 0.3710
H 2.79912 2.99287 3.69595 0.4616
H 2.43680 5.27234 -0.89852 0.4619
H 3.63265 -5.52175 -4.06091 -0.1252
H -0.33705 1.60340 1.73790 0.1852
H 8.23114 4.51401 -2.53544 0.4295
H -5.17102 0.20754 -6.36782 0.3223
H -7.23421 5.60704 1.63848 0.5030
H -5.82457 5.14301 3.76021 0.5282
H -0.59886 4.77974 -6.51758 0.4346
C -0.47754 -0.44768 1.93973 2.8306
H -7.36549 -0.88696 2.54591 0.5186
H 2.88592 -4.59241 -2.00949 0.0120
O -2.99932 -0.30361 -5.18830 -0.4591
O -0.99540 -5.47480 -3.39825 -0.5811
H 1.93669 -6.11866 -1.62451 0.0323
H -1.40432 5.83422 0.67344 0.4658
C -3.88540 -1.39953 -5.52837 1.4693
H 7.29360 -6.18460 -2.02746 0.2673
C 6.65490 -3.42819 -0.44684 -0.7804
H -3.69265 3.77335 7.65108 0.3723
H 1.02852 -4.91015 5.91902 0.4316
H 0.15527 4.73849 -4.90554 0.1604
H 2.17651 1.05051 5.46236 0.2832
C 3.61513 4.74252 -4.08450 -0.8617
H -1.90491 6.62701 2.13455 0.2994
O -1.90239 -1.92252 0.61385 2.1992
N 3.20458 -1.57400 -6.15253 0.7015
C 2.25587 -4.01539 4.40865 1.7091
C 3.52982 -1.09331 -4.75200 2.8422
H -2.57815 3.49564 0.25345 0.4213
H -3.49346 -5.31507 -2.51416 0.4441
H 6.15355 -2.26112 -5.00631 0.1531
H 6.26275 4.08752 6.84651 0.3320
C -5.48629 5.07170 2.72649 -0.8453
C -8.08237 -3.36255 -1.57128 -1.9492
H -5.68294 -0.05627 2.45405 0.2416
H -5.58507 8.15336 -0.05999 0.4839
H -4.50901 -4.76005 2.76687 0.5753
H -3.46553 5.06742 5.37686 -0.3073
H 3.53754 -8.08421 -3.66568 0.3850
H -1.60006 -1.52326 -2.15209 -0.1447
C 2.32262 2.42243 8.29900 -1.7025
H 4.18368 -2.73917 -9.22830 0.3778
C 4.44969 2.67950 5.01084 1.3222
H -4.04953 -1.85841 -4.55338 -0.3280
H 2.69075 0.61559 -3.46941 -0.6846
H 6.96343 -0.85836 -5.56002 0.5270
C 3.79201 2.55664 3.58652 -2.2257
C -2.74664 4.02952 7.17406 -1.4172
C 3.84112 -1.93928 -8.57185 -1.7243
H -2.73656 -2.80718 6.24818 0.1790
N 3.54661 2.23559 6.10043 0.5398
H 5.99711 2.21256 -1.23882 0.2363
H -2.75756 -4.97954 -0.82960 -0.0666
C -1.90320 5.66229 1.62719 -1.6160
H -2.13078 4.35066 8.01411 0.3648
C 2.71641 -7.43284 -3.96494 -1.6699
C 1.03219 -4.68595 4.85234 -1.1808
H 7.18183 5.87359 -1.87052 0.4273
H -3.83375 -5.35432 7.21055 0.2771
C 3.56832 4.41348 -2.52976 1.6485
H 2.54486 0.67832 -5.24235 0.8774
O 1.88081 -1.96368 -6.31503 -0.4737
H -3.05594 -6.79204 1.30774 0.3756
C -6.16980 4.73183 -0.52968 -1.6065
H 6.00815 1.89026 -3.06028 0.2304
H -5.63115 7.23971 -1.60216 0.3120
N -7.50205 -1.75176 0.06324 0.3911
C 7.51478 -4.59230 -0.91956 0.5755
H -2.65594 -3.82248 -2.07033 -0.2578
C -5.19864 -0.83654 -6.05600 -1.2175
H -2.91462 3.03333 1.99219 0.3779
H 2.22380 2.67320 9.35514 0.3409
C -5.99337 7.28383 -0.57506 -1.8944
C 5.52590 -1.46221 -6.91054 -1.3542
H -5.71711 -3.55044 7.72350 0.4586
H -2.75973 -1.50557 0.72664 -0.6871
H 2.01465 -2.95256 4.39086 -0.3329
H -5.23631 -3.60796 5.58139 0.2782
H 2.01480 2.81328 -2.52439 -0.0022
C -6.39432 -0.78315 2.06202 -2.0362
O -8.68114 -1.86079 0.69410 -0.5621
C -5.56445 5.97110 0.26989 1.6468
H -3.06872 -1.92117 -7.51042 0.3397
H -4.38993 -0.86791 -2.21622 0.1155
O -2.23765 5.18220 -4.23218 -0.5698
H 8.96709 -3.39288 -1.36170 0.3591
H 3.81121 1.50943 3.28473 0.4093
H -2.97909 4.92888 -3.67747 0.3082
H -1.24160 0.35419 3.77937 0.5361
C 1.40573 0.83537 0.71813 -1.5311
H 7.22411 -2.57057 -0.08826 0.4222
H -5.88110 -1.67434 2.42324 0.3534
H -8.10628 0.85791 0.86007 0.5154
H 4.46883 -3.86651 4.90274 0.3363
H 5.00078 -4.18255 -7.81027 0.5541
C -8.65545 -0.88903 -2.09457 -1.8685
H 3.46932 -4.29721 -6.80716 0.3576
C -4.64529 -3.36573 7.65148 -1.6287
C -3.10633 -2.31880 -6.49623 -1.3888
H 3.77888 -2.13258 -2.87241 0.4838
H -2.42738 3.09309 6.71661 0.2817
C -5.25764 -0.71128 -0.18608 0.3460
C -3.64424 -4.18551 2.43497 -1.1349
H 5.50800 5.61856 6.68047 0.4244
H -2.30047 -0.67767 -4.64673 0.0890
C -6.35105 -1.89716 -2.09275 -1.4875
H 1.78879 -4.49160 -4.39883 0.0623
H 2.84223 -7.59733 -5.03510 0.4083
H -3.75680 6.10901 3.24820 0.5228
C -1.39798 5.30580 5.40376 -0.9432
C -0.49472 4.20372 -5.59810 -1.1196
H 1.98285 1.75924 0.67961 0.7299
H 0.62400 -1.63932 3.62154 0.6774
H 3.31752 4.70228 7.72022 0.4096
H -0.71677 2.82620 -3.07669 -0.0189
H -1.18400 4.99184 2.09767 0.1973
C -1.18312 -0.56337 -1.84736 -1.0628
H 1.86769 -5.00347 2.71068 0.2809
H -1.89813 -4.96621 3.45109 -0.5905
N 4.94172 4.59101 -1.94771 0.1721
O -4.59001 -4.31756 5.56214 -0.4751
C -7.21304 0.73998 0.24663 -1.5863
H 8.11176 -3.92070 -2.88115 0.2573
C -2.52314 -3.83485 6.54220 -0.8085
C -1.63889 -0.09553 2.86941 -2.3837
H 4.57198 2.86929 -4.85190 -1.0095
H 6.92886 3.51183 -4.61743 0.4660
H 5.52317 4.57216 4.40692 0.4773
C 4.71732 3.94949 -4.86435 0.5370
C -6.21049 5.97901 1.68004 -1.4244
H -8.64357 -2.54750 1.36389 0.3412
H -3.59488 -3.20853 2.91578 -0.0345
H -2.43660 0.53090 2.47022 0.1194
H 3.66081 -3.22024 -4.24222 -0.1129
H -1.53213 -6.92080 2.26764 0.4316
H 5.78919 1.89109 8.02215 0.3927
H 3.86386 4.76660 4.97361 0.4417
C 0.30747 -1.63816 2.57851 -1.2227
H -6.53703 1.54369 0.53846 -0.2375
H -4.23040 3.10334 0.87964 -0.2181
C -3.26252 3.55369 1.09983 -1.2195
H -7.31752 -4.11096 -1.36395 0.3944
H 0.20472 -2.84630 -0.64372 -0.4609
C -5.35292 -0.75749 -1.71765 -0.8966
C 4.74699 1.71245 8.28674 -1.6983
H 6.05675 -3.17853 -1.32318 -0.0485
H -2.09171 -2.53162 -6.15954 0.3124
C -7.69818 -1.93273 -1.37345 1.9227
O 3.04672 0.96610 5.85886 -0.3738
H 6.30378 -2.02191 -7.42990 0.4922
C 2.60042 5.47681 -1.95658 -2.1947
H -0.21552 -7.23255 -1.34024 0.2572
C 3.70966 2.60945 7.50047 1.2503
H 1.55365 -0.38080 -4.25470 0.4653
```

The HOMO-LUMO gap is 8.20 eV. The value obtained for the strongest force on any atom is 4.45 eV/A. As for the energy above the lowest of the compared OMol25 structures with the same formula, charge and spin: 193.5 kcal/mol. The total charge is 0. The molar mass comes out at 1484.41 g mol⁻¹.

=====

Record 2
The following is a DFT calculation (ωB97M-V/def2-TZVPD) of 7 unconnected molecules or ions with the total composition H12IO6 in a non-equilibrium geometry.

```
19
Properties=species:S:1:pos:R:3:mulliken_charge:R:1
H 0.80961 1.23466 -0.98563 0.2826
O -0.19962 -0.52453 -2.58792 -0.6171
H -1.17140 -0.99543 0.99545 0.3159
H 0.57689 0.01729 -2.89067 0.3122
H 0.03136 -1.42409 -2.63715 0.3111
O -0.01142 2.43212 2.42148 -0.6422
H 1.65403 1.51527 0.21360 0.3454
H 0.07097 -3.31897 -0.65343 0.3029
O 1.21633 2.03719 -0.50824 -0.6712
H -1.28475 0.85519 -1.29797 0.2751
H -0.02442 2.90864 1.56163 0.2910
O -1.68209 0.90340 -0.35392 -0.6163
H -1.06649 1.52773 0.09828 0.3652
H 1.41049 -3.41131 -1.61882 0.2981
H -1.42683 -0.23878 2.32957 0.3189
O -1.39100 -1.12062 1.90447 -0.5954
O 0.60193 -2.92071 -1.29593 -0.6132
I 1.23728 -1.19508 2.97773 -0.9096
H 0.64914 1.71803 2.32746 0.2464
```

The HOMO-LUMO gap is 5.54 eV. The value obtained for the strongest force on any atom is 4.11 eV/A. As for the energy above the lowest of the compared OMol25 structures with the same formula, charge and spin: 53.1 kcal/mol. The total charge is -1. The molar mass comes out at 234.99 g mol⁻¹.